Record 1
{
  "formula": "C48H62F5NO20",
  "method": "wB97M-V/def2-TZVPD",
  "symbols": ["C", "C", "O", "C", "C", "C", "C", "C", "C", "C", "C", "C", "C", "C", "C", "O", "N", "C", "C", "O", "C", "C", "O", "C", "C", "C", "C", "C", "C", "C", "C", "C", "C", "C", "C", "C", "C", "C", "O", "H", "H", "H", "H", "H", "H", "H", "H", "H", "H", "H", "H", "H", "H", "H", "H", "H", "H", "H", "H", "H", "H", "H", "H", "H", "H", "H", "H", "H", "H", "H", "H", "H", "H", "H", "H", "H", "H", "H", "H", "H", "H", "H", "H", "H", "H", "H", "O", "C", "O", "C", "C", "F", "O", "H", "H", "H", "O", "C", "O", "C", "C", "F", "O", "H", "H", "H", "O", "C", "O", "C", "C", "F", "O", "H", "H", "H", "O", "C", "O", "C", "C", "F", "O", "H", "H", "H", "O", "C", "O", "C", "C", "F", "O", "H", "H", "H"],
  "xyz": [[7.34876, -2.87165, 3.72437], [7.06829, -3.65566, 2.29138], [8.27003, -3.71642, 1.43376], [7.89308, -4.11976, 0.05022], [8.97084, -3.49956, -1.03053], [8.55983, -1.92977, -1.34997], [9.42194, -0.84838, -0.46836], [8.61383, -0.23083, 0.82884], [7.24967, 0.55502, 0.27314], [7.49809, 2.08839, -0.30559], [6.21231, 2.94463, -0.86787], [4.74717, 2.20626, -0.85821], [4.46910, 0.67372, -0.32246], [5.74481, -0.17208, 0.27808], [2.88659, 0.27639, -0.50193], [2.27306, -0.91061, -0.29883], [2.29646, 1.58363, -1.01392], [0.94183, 1.98940, -0.46823], [0.97946, 2.63236, 1.04736], [-0.22593, 2.35888, 1.84754], [-1.44887, 2.81446, 1.16475], [-2.76668, 2.95118, 2.13527], [-2.95491, 1.78872, 3.05541], [-4.02962, 0.92852, 2.47151], [-3.60683, -0.16690, 1.32164], [-4.74853, -1.13834, 0.58040], [-6.37101, -1.04133, 0.97452], [-7.44094, -2.00456, 0.15760], [-7.59576, -3.35498, 1.13906], [-8.98939, -1.37120, 0.13419], [-6.92474, -2.56779, -1.27154], [-6.55301, -1.53626, -2.44338], [-4.97981, -1.80589, -2.94379], [-6.71890, 0.05176, -2.19584], [-7.48093, -1.91776, -3.78155], [-6.75616, 0.02420, 2.15987], [-5.61344, 0.99491, 2.90016], [3.25788, 2.73382, -1.33529], [2.95799, 3.93196, -1.87905], [6.59403, -1.97164, 3.85916], [7.23668, -3.59218, 4.64636], [8.43287, -2.37560, 3.68573], [6.14806, -3.12855, 1.79435], [6.75368, -4.76762, 2.51771], [6.79014, -3.79884, -0.23677], [7.98907, -5.29500, 0.00194], [10.05451, -3.55698, -0.57607], [8.92211, -4.12900, -2.02568], [7.39291, -1.85975, -1.21416], [8.76336, -1.73245, -2.50799], [9.72373, 0.04273, -1.18037], [10.43532, -1.36416, -0.14007], [9.30400, 0.57822, 1.34169], [8.35308, -1.07542, 1.59566], [8.57154, 2.60562, -0.33807], [6.28030, 4.03761, -1.30152], [5.59341, -1.26022, 0.69421], [0.12567, 1.12316, -0.54595], [0.54523, 2.85727, -1.18295], [1.17221, 3.80304, 0.92844], [1.91936, 2.22601, 1.65478], [-1.24829, 3.88126, 0.67572], [-1.75763, 2.10702, 0.27315], [-2.63525, 3.96130, 2.73884], [-3.70974, 3.00814, 1.41559], [-2.45416, -0.21807, 1.01674], [-4.31884, -1.87164, -0.23428], [-8.04374, -4.21396, 0.44410], [-8.42577, -3.12880, 1.95262], [-6.55661, -3.66567, 1.61152], [-9.23180, -0.72548, 1.08058], [-9.71958, -2.31132, 0.17598], [-9.17944, -0.83916, -0.89095], [-7.76539, -3.30914, -1.68280], [-5.98895, -3.27621, -1.05407], [-4.59550, -2.88019, -2.68171], [-4.22682, -1.00929, -2.52672], [-4.95921, -1.73092, -4.13024], [-5.65531, 0.52877, -1.93744], [-7.43877, 0.39273, -1.34420], [-7.05162, 0.59721, -3.20317], [-8.61384, -1.90478, -3.48747], [-7.10240, -2.96755, -4.15351], [-7.20730, -1.08869, -4.59141], [-7.85834, 0.14450, 2.53464], [-5.97682, 1.75200, 3.72846], [10.23118, 2.64218, 0.82518], [10.05335, 3.65902, 1.47501], [8.93246, 4.43851, 1.38856], [9.05898, 5.43187, 2.38615], [10.53275, 5.48740, 2.60206], [10.82069, 5.80602, 3.88394], [10.95003, 4.16122, 2.36968], [8.51116, 5.11899, 3.28136], [8.65273, 6.38688, 2.04219], [11.06085, 6.16410, 1.92184], [-8.94992, 0.31876, -4.70892], [-8.98640, 0.68229, -5.87270], [-7.94221, 0.55933, -6.74793], [-8.42837, 0.97058, -8.00986], [-9.57675, 1.84747, -7.64382], [-10.54791, 1.78717, -8.58238], [-10.06927, 1.26732, -6.45734], [-8.73405, 0.09042, -8.58541], [-7.65816, 1.50653, -8.57105], [-9.30276, 2.89130, -7.45710], [-11.71077, -3.06246, 1.26083], [-11.67478, -4.27933, 1.18460], [-12.68572, -5.04621, 0.67336], [-12.20282, -6.37428, 0.64210], [-11.13353, -6.35402, 1.68033], [-10.13884, -7.21356, 1.36500], [-10.62622, -5.04105, 1.60530], [-11.81752, -6.59687, -0.35859], [-12.99825, -7.08631, 0.87811], [-11.49060, -6.55327, 2.69636], [11.17141, -1.96719, 8.43092], [11.13493, -1.60366, 7.26714], [12.17912, -1.72662, 6.39191], [11.69296, -1.31537, 5.12998], [10.54458, -0.43848, 5.49602], [9.57342, -0.49879, 4.55747], [10.05206, -1.01864, 6.68250], [11.38728, -2.19554, 4.55443], [12.46317, -0.77942, 4.56879], [10.81857, 0.60534, 5.68274], [-2.96677, 6.54284, -0.08537], [-2.58169, 5.99992, -1.10753], [-1.36013, 5.39934, -1.24383], [-1.35740, 4.78414, -2.51641], [-2.38689, 5.56775, -3.25655], [-3.02054, 4.79366, -4.16592], [-3.31249, 5.92442, -2.25509], [-1.62520, 3.72763, -2.40931], [-0.37025, 4.85037, -2.98175], [-2.00113, 6.47154, -3.74014]],
  "total_charge": 0,
  "mol_weight_g_mol": 1068.001,
  "orbital_gap_ev": 6.42
}

***

Record 2
{
  "formula": "C43H80N4O15",
  "method": "wB97M-V/def2-TZVPD",
  "symbols": ["C", "C", "O", "C", "C", "O", "H", "H", "H", "H", "H", "H", "H", "H", "C", "C", "O", "C", "C", "O", "H", "H", "H", "H", "H", "H", "H", "H", "C", "C", "O", "C", "C", "O", "H", "H", "H", "H", "H", "H", "H", "H", "C", "C", "O", "C", "C", "O", "H", "H", "H", "H", "H", "H", "H", "H", "C", "C", "O", "C", "C", "O", "H", "H", "H", "H", "H", "H", "H", "H", "C", "C", "O", "C", "C", "O", "H", "H", "H", "H", "H", "H", "H", "H", "O", "C", "O", "C", "C", "O", "H", "H", "H", "H", "C", "C", "C", "C", "N", "H", "H", "H", "H", "H", "H", "H", "C", "C", "C", "C", "N", "H", "H", "H", "H", "H", "H", "H", "C", "C", "C", "C", "N", "H", "H", "H", "H", "H", "H", "H", "C", "C", "C", "C", "N", "H", "H", "H", "H", "H", "H", "H"],
  "xyz": [[2.78688, -2.98635, -2.92813], [2.02590, -2.41861, -4.10923], [0.68074, -2.86703, -3.95317], [-0.07114, -3.10323, -5.04753], [-1.46538, -3.44665, -4.63971], [0.34205, -3.13074, -6.17319], [2.86079, -4.07123, -2.84141], [2.34013, -2.69326, -1.97412], [3.79351, -2.55870, -2.93108], [2.15345, -1.33633, -4.05020], [2.41666, -2.75275, -5.07071], [-1.78695, -2.63278, -3.98868], [-1.45103, -4.39862, -4.10582], [-2.12125, -3.60855, -5.48894], [3.47233, 0.21511, -1.32706], [4.68403, 0.84450, -1.99766], [4.82732, 0.51113, -3.35772], [5.70490, -0.43247, -3.71725], [5.79441, -0.61807, -5.21396], [6.44118, -1.01093, -2.96281], [3.55807, -0.87015, -1.29963], [2.55316, 0.45148, -1.86716], [3.35938, 0.62768, -0.32360], [4.49213, 1.92450, -1.97350], [5.60255, 0.70967, -1.42315], [5.88276, 0.32423, -5.74984], [4.85926, -1.08061, -5.54086], [6.62735, -1.28297, -5.40998], [1.36767, -8.11366, 1.13704], [0.94809, -6.66243, 1.03353], [0.73596, -6.32516, -0.34802], [0.35606, -5.09786, -0.64130], [0.01169, -4.93245, -2.11536], [0.29561, -4.15970, 0.11660], [0.58296, -8.86072, 1.01957], [1.74380, -8.28120, 2.14847], [2.17104, -8.33348, 0.43333], [0.10294, -6.47495, 1.69590], [1.73935, -6.01524, 1.41675], [-1.05965, -5.14203, -2.18499], [0.53845, -5.64685, -2.74422], [0.15604, -3.91320, -2.45024], [-4.29255, -0.24772, 8.65866], [-5.32795, -0.11298, 7.55690], [-4.69812, -0.14852, 6.29023], [-5.50391, -0.19575, 5.22057], [-4.79487, -0.43622, 3.92181], [-6.70792, -0.20115, 5.29103], [-4.82838, -0.30405, 9.60342], [-3.52634, 0.52169, 8.57902], [-3.73656, -1.18243, 8.54413], [-6.11081, -0.87385, 7.63463], [-5.93730, 0.77715, 7.74850], [-5.02119, -1.45191, 3.59756], [-3.72011, -0.39443, 4.08483], [-5.20020, 0.24702, 3.18211], [-3.50052, -0.30111, -2.62402], [-4.87466, 0.30689, -2.95377], [-5.24875, 1.33038, -2.06221], [-4.75172, 2.55894, -2.20119], [-5.34278, 3.49417, -1.18487], [-3.86678, 2.83953, -2.96605], [-2.69215, 0.39833, -2.82900], [-3.29172, -1.21631, -3.17918], [-3.49735, -0.60207, -1.57349], [-4.83508, 0.62331, -3.99941], [-5.63911, -0.46685, -2.93227], [-6.10212, 4.10154, -1.68859], [-4.60387, 4.22829, -0.87030], [-5.84061, 2.95175, -0.38849], [-2.13733, 4.33828, 1.60318], [-3.56644, 4.68231, 1.89432], [-3.91128, 5.79491, 1.05975], [-5.16142, 6.27082, 1.19622], [-5.48865, 7.46641, 0.35400], [-5.96449, 5.73703, 1.91283], [-1.77714, 4.29870, 0.57640], [-1.79605, 3.43422, 2.11804], [-1.46696, 5.04445, 2.11130], [-4.23416, 3.85306, 1.65786], [-3.62767, 4.87325, 2.96535], [-4.67884, 7.91978, -0.21222], [-5.94689, 8.21474, 0.99541], [-6.21171, 7.10684, -0.38052], [2.06533, 2.79971, 0.43701], [3.12018, 3.30998, 0.20904], [4.28163, 2.69058, 0.41082], [5.38116, 3.50646, 0.05164], [4.68625, 4.83806, -0.35236], [3.32160, 4.60461, -0.05890], [6.05478, 3.72450, 0.87705], [5.90283, 3.08226, -0.80366], [4.74143, 5.01558, -1.42908], [5.12489, 5.67950, 0.17870], [-0.16027, -1.77620, 3.36012], [0.75325, -2.02954, 4.55722], [1.54436, -3.35944, 4.56799], [0.65474, -4.48538, 4.26365], [-0.05457, -5.36595, 4.05323], [0.33227, -2.01332, 2.41468], [-0.45389, -0.73199, 3.26277], [-1.05934, -2.37790, 3.48444], [0.14953, -1.97186, 5.46338], [1.54311, -1.27568, 4.61551], [1.93973, -3.59563, 5.55644], [2.35277, -3.38457, 3.83728], [0.85301, 3.95120, -2.48513], [-0.07437, 4.05626, -3.69739], [-0.91061, 2.78119, -3.90147], [-0.14340, 1.61232, -4.35570], [0.42618, 0.65116, -4.60954], [1.49701, 3.07715, -2.56310], [0.24244, 3.92516, -1.57959], [1.43509, 4.86631, -2.36287], [0.52473, 4.18518, -4.59972], [-0.78610, 4.87064, -3.57627], [-1.72179, 2.98699, -4.59928], [-1.41042, 2.42198, -2.99999], [3.15962, -1.36089, 1.42696], [4.59106, -0.82419, 1.46800], [5.35648, -0.95403, 2.77105], [5.33785, -2.35920, 3.25585], [5.32225, -3.42970, 3.67103], [2.60394, -1.16522, 0.51185], [2.57227, -0.92291, 2.24107], [3.15062, -2.44078, 1.59715], [4.50207, 0.24023, 1.22823], [5.11520, -1.30316, 0.63821], [4.98712, -0.30021, 3.55700], [6.41484, -0.79060, 2.56242], [-0.04163, -0.82398, -1.44631], [0.22867, 0.53993, -0.83840], [-1.02788, 1.32677, -0.44942], [-1.74356, 0.73843, 0.68483], [-2.25941, 0.28017, 1.60147], [-0.76785, -1.42177, -0.88651], [0.84320, -1.46081, -1.35506], [-0.33606, -0.76111, -2.49485], [0.84528, 1.14170, -1.50435], [0.80713, 0.37353, 0.07232], [-1.71615, 1.50210, -1.27442], [-0.68928, 2.27863, -0.02835]],
  "total_charge": 0,
  "mol_weight_g_mol": 893.126,
  "orbital_gap_ev": 9.94
}

***

Question: Number 1 is which compound?
Answer: C48H62F5NO20